1.
C62H70AsBrCsN5O8PSeSi as an isolated structure in a non-equilibrium geometry, computed with ωB97M-V/def2-TZVPD.

The LUMO energy is 1.0 eV. Its molar mass is 1439.02 g mol⁻¹. The value obtained for the HOMO energy is -5.44 eV. As for the total charge: -1. The energy above the lowest of the compared OMol25 structures with the same formula, charge and spin comes out at 0.000 eV. As for the HOMO-LUMO gap: 6.459 eV.

Each line ends with the Löwdin charge.
CARTESIAN COORDINATES (ANGSTROEM)
Cs (0.834, -1.081, 0.518)  1.286
C (-2.773, -0.267, -0.432)  -0.081
O (-1.757, -0.281, -1.417)  -0.132
C (-1.981, 0.440, -2.546)  -0.217
C (-3.072, 1.264, -2.709)  -0.069
C (-3.158, 2.056, -3.852)  -0.685
Br (-4.662, 3.207, -4.035)  0.694
C (-2.185, 2.038, -4.810)  -0.096
C (-1.067, 1.205, -4.644)  -0.087
C (-0.948, 0.376, -3.515)  -0.236
O (0.099, -0.397, -3.347)  -0.023
C (-0.045, 1.225, -5.696)  -0.252
N (-0.147, 1.871, -6.836)  0.164
C (1.015, 1.571, -7.519)  -0.236
C (1.450, 1.971, -8.783)  -0.031
C (2.670, 1.498, -9.234)  -0.118
C (3.460, 0.643, -8.450)  -0.118
C (3.052, 0.240, -7.192)  -0.029
C (1.824, 0.720, -6.746)  -0.192
N (1.127, 0.533, -5.583)  0.181
H (-2.927, 0.735, -0.038)  0.056
H (-2.419, -0.908, 0.372)  0.083
H (-3.722, -0.662, -0.808)  0.112
H (-3.836, 1.328, -1.946)  0.093
H (-2.246, 2.660, -5.692)  0.104
H (0.201, -1.253, -2.566)  0.018
H (0.839, 2.627, -9.390)  0.103
H (3.028, 1.790, -10.213)  0.090
H (4.407, 0.290, -8.839)  0.091
H (3.652, -0.427, -6.582)  0.106
H (1.286, -0.055, -4.776)  0.131
C (-1.138, 4.480, 3.140)  -0.438
C (-2.221, 5.485, 2.761)  -0.456
As (-2.077, 7.092, 3.893)  1.289
C (-0.482, 7.799, 3.000)  -0.421
C (0.746, 7.684, 3.646)  -0.139
C (1.920, 8.077, 3.012)  -0.092
C (1.872, 8.606, 1.731)  -0.094
C (0.648, 8.742, 1.086)  -0.095
C (-0.519, 8.333, 1.714)  -0.114
C (-3.396, 8.233, 3.014)  -0.434
C (-3.344, 9.608, 3.235)  -0.136
C (-4.281, 10.455, 2.663)  -0.095
C (-5.296, 9.936, 1.869)  -0.100
C (-5.362, 8.568, 1.650)  -0.089
C (-4.417, 7.722, 2.219)  -0.109
P (-0.896, 3.016, 2.022)  1.095
C (-2.641, 2.516, 1.767)  -0.391
C (-3.118, 1.463, 2.548)  -0.093
C (-4.431, 1.025, 2.414)  -0.075
C (-5.274, 1.622, 1.487)  -0.091
C (-4.808, 2.670, 0.700)  -0.092
C (-3.502, 3.116, 0.843)  -0.115
C (-0.498, 3.779, 0.410)  -0.381
C (0.148, 5.003, 0.260)  -0.092
C (0.532, 5.448, -1.001)  -0.085
C (0.278, 4.680, -2.128)  -0.074
C (-0.357, 3.451, -1.991)  -0.043
C (-0.725, 3.006, -0.731)  -0.088
H (-1.353, 4.058, 4.125)  0.070
H (-0.156, 4.954, 3.241)  0.050
H (-3.199, 5.033, 2.918)  0.058
H (-2.151, 5.781, 1.713)  0.063
H (0.792, 7.278, 4.650)  0.091
H (2.869, 7.968, 3.522)  0.100
H (2.785, 8.913, 1.235)  0.100
H (0.604, 9.154, 0.085)  0.103
H (-1.466, 8.429, 1.195)  0.105
H (-2.554, 10.027, 3.850)  0.099
H (-4.219, 11.522, 2.839)  0.099
H (-6.029, 10.596, 1.422)  0.098
H (-6.147, 8.153, 1.029)  0.101
H (-4.482, 6.657, 2.022)  0.089
H (-2.468, 0.942, 3.239)  0.072
H (-4.774, 0.200, 3.026)  0.109
H (-6.291, 1.263, 1.366)  0.099
H (-5.458, 3.134, -0.034)  0.102
H (-3.140, 3.921, 0.215)  0.109
H (0.357, 5.631, 1.120)  0.085
H (1.027, 6.408, -1.094)  0.093
H (0.575, 5.031, -3.109)  0.103
H (-0.567, 2.831, -2.856)  0.088
H (-1.207, 2.040, -0.647)  0.087
Se (3.732, -2.233, 2.520)  1.165
N (2.090, -2.970, 2.695)  -0.218
C (2.278, -4.235, 2.984)  -0.391
C (1.205, -5.166, 3.210)  -0.015
C (1.507, -6.453, 3.484)  -0.074
C (2.873, -6.911, 3.559)  -0.082
C (3.914, -6.070, 3.368)  -0.030
C (3.648, -4.690, 3.070)  -0.411
N (4.568, -3.779, 2.847)  -0.222
H (0.188, -4.804, 3.147)  0.107
H (0.713, -7.171, 3.653)  0.103
H (3.054, -7.956, 3.777)  0.099
H (4.945, -6.397, 3.421)  0.110
O (2.127, 0.074, 2.456)  -0.380
C (1.310, -0.082, 3.383)  -0.668
C (1.733, 0.036, 4.841)  -0.105
C (0.478, -0.369, 5.589)  -0.096
C (-0.552, -0.539, 4.467)  -0.527
O (-1.730, -0.789, 4.690)  0.000
N (0.004, -0.373, 3.224)  0.040
H (2.032, 1.071, 5.020)  0.118
H (2.607, -0.587, 5.026)  0.095
H (0.110, 0.368, 6.303)  0.111
H (0.572, -1.316, 6.123)  0.113
C (-2.616, -3.907, -1.084)  -0.014
C (-1.640, -4.966, -0.589)  -0.634
C (-1.863, -6.290, -1.316)  -0.019
C (-1.786, -5.155, 0.916)  -0.026
O (-0.287, -4.555, -0.805)  -0.111
Si (0.413, -3.781, -2.090)  0.015
O (0.461, -2.216, -1.819)  -0.463
O (-0.435, -4.157, -3.438)  -0.098
C (-0.049, -4.331, -4.798)  -0.636
C (1.203, -3.506, -5.113)  -0.021
C (-1.220, -3.841, -5.645)  -0.022
C (0.210, -5.812, -5.026)  -0.026
O (1.870, -4.516, -2.270)  -0.097
C (2.843, -5.090, -1.406)  -0.634
C (4.030, -5.436, -2.294)  -0.028
C (3.257, -4.080, -0.346)  -0.053
C (2.288, -6.351, -0.750)  -0.016
H (-3.645, -4.197, -0.856)  0.094
H (-2.525, -3.764, -2.163)  0.087
H (-2.409, -2.957, -0.592)  0.068
H (-2.868, -6.677, -1.124)  0.085
H (-1.135, -7.030, -0.972)  0.086
H (-1.737, -6.152, -2.392)  0.074
H (-2.779, -5.530, 1.176)  0.088
H (-1.630, -4.203, 1.432)  0.088
H (-1.037, -5.868, 1.269)  0.074
H (1.033, -2.491, -4.768)  0.070
H (1.379, -3.465, -6.193)  0.091
H (2.088, -3.911, -4.619)  0.078
H (-1.395, -2.785, -5.435)  0.087
H (-2.127, -4.401, -5.405)  0.085
H (-1.007, -3.953, -6.711)  0.085
H (1.002, -6.151, -4.355)  0.078
H (0.519, -6.007, -6.058)  0.086
H (-0.696, -6.390, -4.821)  0.082
H (4.400, -4.534, -2.786)  0.088
H (3.721, -6.147, -3.063)  0.084
H (4.843, -5.878, -1.712)  0.086
H (3.626, -3.169, -0.823)  0.097
H (4.039, -4.481, 0.300)  0.078
H (2.400, -3.822, 0.282)  0.043
H (1.992, -7.075, -1.513)  0.090
H (1.415, -6.110, -0.145)  0.069
H (3.048, -6.809, -0.108)  0.087


2.
C11H25ClNO2P2Pt as an isolated structure in a non-equilibrium geometry, computed with ωB97M-V/def2-TZVPD.

The LUMO energy (spin up / spin down) is -3.2 / -7.4 eV. Its molar mass is 495.80 g mol⁻¹. The value obtained for the HOMO energy (spin up / spin down) is -7.45 / -12.70 eV. As for the total charge: +1. As for the HOMO-LUMO gap (spin up / spin down): 4.215 / 5.275 eV. Its multiplicity is 5.

Each line ends with the Löwdin charge.
CARTESIAN COORDINATES (ANGSTROEM)
C (-0.813, 0.948, -3.112)  -0.023
C (-0.997, 0.571, -1.739)  -0.346
N (-0.044, 0.978, -0.811)  -0.172
C (0.832, 1.941, -1.109)  -0.356
C (0.845, 2.515, -2.376)  -0.005
C (0.043, 1.979, -3.392)  -0.094
C (-2.030, -0.264, -1.275)  -0.200
P (-2.183, -0.712, 0.426)  0.697
Pt (-0.065, 0.147, 1.042)  0.603
P (1.914, 1.270, 1.341)  0.690
C (1.707, 2.454, 0.018)  -0.283
O (-0.582, -3.782, -2.549)  -0.059
O (0.989, -4.390, 0.821)  -0.066
H (-1.404, 0.426, -3.860)  0.116
H (1.492, 3.371, -2.550)  0.125
H (0.118, 2.362, -4.398)  0.106
C (-3.538, 0.388, 0.900)  -0.242
C (-2.623, -2.392, 0.930)  -0.245
H (2.678, 2.791, -0.359)  0.105
H (1.220, 3.338, 0.466)  0.110
H (-1.134, -3.014, -2.693)  0.008
H (-2.736, -0.666, -2.063)  0.115
C (2.132, 2.097, 2.923)  -0.232
C (3.447, 0.375, 0.947)  -0.226
H (0.835, -1.225, 0.684)  -0.038
H (0.211, -3.991, 1.323)  0.032
H (0.758, -4.211, -0.071)  -0.015
H (0.277, -3.471, -2.919)  0.062
H (-0.785, 1.341, 1.813)  -0.030
H (1.315, -0.793, 0.278)  0.038
H (-4.418, 0.026, 0.344)  0.065
H (-3.746, 0.398, 1.976)  0.060
H (-3.275, 1.396, 0.547)  0.057
H (-3.494, -2.752, 0.359)  0.067
H (-1.792, -3.099, 0.776)  0.031
H (-2.869, -2.403, 2.007)  0.060
H (4.280, 1.099, 0.922)  0.070
H (3.645, -0.381, 1.724)  0.069
H (3.353, -0.111, -0.036)  0.056
H (3.051, 2.701, 2.917)  0.067
H (1.267, 2.749, 3.112)  0.057
H (2.191, 1.340, 3.719)  0.060
Cl (-0.072, -1.344, 2.997)  0.104


3.
A 2-piece molecular cluster, C3H4BrNO2 overall in a non-equilibrium geometry, computed with ωB97M-V/def2-TZVPD.

The LUMO energy (spin up / spin down) is -3.9 / -3.9 eV. Its molar mass is 165.97 g mol⁻¹. The value obtained for the HOMO energy (spin up / spin down) is -9.83 / -9.83 eV. As for the total charge: 0. The energy above the lowest of the compared OMol25 structures with the same formula, charge and spin comes out at 7.383 eV. As for the HOMO-LUMO gap (spin up / spin down): 5.931 / 5.930 eV.

Each line ends with the Löwdin charge.
CARTESIAN COORDINATES (ANGSTROEM)
C (0.348, 0.320, -0.667)  -0.087
C (-0.180, 0.596, 0.457)  0.064
C (0.812, -1.034, -1.090)  -0.059
N (-0.741, 1.488, 1.294)  -0.424
O (0.027, 2.412, 1.492)  0.128
O (-1.803, 1.375, 1.828)  0.124
Br (-1.156, -2.133, 1.774)  -0.044
H (0.311, 1.060, -1.457)  0.152
H (0.260, -1.754, -0.439)  0.002
H (0.316, -1.061, -2.040)  0.083
H (1.806, -1.267, -1.151)  0.059


4.
A 2-piece molecular cluster, C4H13NO2 overall in a non-equilibrium geometry, computed with ωB97M-V/def2-TZVPD.

The LUMO energy is 0.5 eV. Its molar mass is 107.15 g mol⁻¹. The value obtained for the HOMO energy is -9.04 eV. As for the total charge: 0. The energy above the lowest of the compared OMol25 structures with the same formula, charge and spin comes out at 1.415 eV. As for the HOMO-LUMO gap: 9.548 eV. As for the SMILES: CC(C)NCO.O.

Each line ends with the Löwdin charge.
CARTESIAN COORDINATES (ANGSTROEM)
C (-0.600, -1.536, 0.125)  -0.088
C (0.367, -1.094, -0.964)  -0.438
C (1.524, -0.285, -0.383)  -0.070
N (-0.284, -0.295, -2.009)  -0.029
C (-0.857, 1.016, -1.727)  -0.282
O (-1.166, 1.399, -0.392)  -0.061
H (-0.938, -0.716, 0.787)  0.067
H (-1.527, -1.953, -0.314)  0.082
H (-0.090, -2.209, 0.833)  0.078
H (0.856, -2.006, -1.368)  0.137
H (2.576, -0.523, -0.547)  0.071
H (1.331, 0.789, -0.602)  0.063
H (1.567, -0.155, 0.732)  0.081
H (-1.026, -0.832, -2.442)  0.099
H (-0.135, 1.749, -2.098)  0.109
H (-1.745, 1.126, -2.318)  0.113
H (-0.461, 1.908, -0.007)  0.069
O (0.248, 1.380, 4.560)  -0.064
H (-0.422, 0.703, 4.357)  0.042
H (0.780, 1.535, 3.777)  0.021


5.
A 2-piece molecular cluster, C3H8N2 overall in a non-equilibrium geometry, computed with ωB97M-V/def2-TZVPD.

The LUMO energy is 1.2 eV. Its molar mass is 72.11 g mol⁻¹. The value obtained for the HOMO energy is -7.91 eV. As for the total charge: 0. The energy above the lowest of the compared OMol25 structures with the same formula, charge and spin comes out at 2.791 eV. As for the HOMO-LUMO gap: 9.074 eV. As for the SMILES: C=CN.C=N.

Each line ends with the Löwdin charge.
CARTESIAN COORDINATES (ANGSTROEM)
C (0.266, 1.508, 2.019)  -0.042
C (-0.260, 1.932, 0.848)  -0.313
N (-1.119, 2.980, 0.719)  0.029
H (-0.106, 1.806, 2.987)  0.035
H (0.978, 0.702, 1.963)  0.026
H (0.245, 1.635, -0.065)  0.102
H (-1.286, 3.608, 1.483)  0.087
H (-1.236, 3.373, -0.190)  0.075
C (0.346, -3.812, -1.878)  -0.157
N (0.743, -2.617, -1.721)  0.012
H (0.954, -4.716, -1.818)  0.060
H (-0.609, -3.982, -2.373)  0.051
H (1.633, -2.686, -1.213)  0.036


6.
A 2-piece molecular cluster, CH7N6 overall in a non-equilibrium geometry, computed with ωB97M-V/def2-TZVPD.

The LUMO energy is -4.1 eV. Its molar mass is 103.11 g mol⁻¹. The value obtained for the HOMO energy is -14.49 eV. As for the total charge: +1. The energy above the lowest of the compared OMol25 structures with the same formula, charge and spin comes out at 2.110 eV. As for the HOMO-LUMO gap: 10.419 eV.

Each line ends with the Löwdin charge.
CARTESIAN COORDINATES (ANGSTROEM)
C (-0.559, 1.034, -0.381)  -0.404
N (-1.764, 0.979, 0.248)  0.088
N (-2.154, -0.207, 0.401)  0.072
N (-0.274, -0.228, -0.786)  0.094
N (-1.302, -0.961, -0.227)  -0.003
N (0.123, 2.134, -0.548)  0.205
N (1.378, -1.182, 0.691)  0.051
H (0.782, -0.633, -0.695)  0.164
H (-1.257, -2.017, -0.090)  0.215
H (0.692, 2.233, -1.353)  0.116
H (-0.207, 3.093, -0.230)  0.180
H (1.517, -2.075, 0.335)  0.034
H (0.748, -1.216, 1.533)  0.106
H (2.278, -0.954, 1.105)  0.081